200
Properties=species:S:1:pos:R:3 method="wB97M-V/def2-TZVPD" e_homo_ev=-6.531 charge=-1 max_force_ev_per_a=12.8 spin_multiplicity=1
N 0.95 -0.31 0.96
S 1.89 -1.34 0.59
O 2.77 -1.08 -0.54
O 1.51 -2.74 0.80
F 2.89 -1.08 1.85
S 0.05 -0.36 -0.42
O -0.71 -1.60 -0.66
O 0.52 0.38 -1.58
F -1.11 0.63 0.11
C 8.02 -1.41 2.53
C 8.55 -2.77 2.68
O 9.73 -3.10 2.64
N 7.61 -3.73 2.83
C 7.91 -5.16 3.03
H 7.69 -0.97 3.47
H 7.12 -1.33 1.93
H 8.76 -0.76 2.06
H 6.65 -3.43 2.84
H 7.20 -5.79 2.49
H 7.96 -5.32 4.11
H 8.87 -5.47 2.62
C -1.33 3.80 -1.22
C -0.99 5.19 -0.79
O -0.01 5.45 -0.14
N -1.93 6.08 -1.11
C -1.94 7.46 -0.69
H -1.23 3.07 -0.42
H -0.66 3.45 -2.01
H -2.35 3.69 -1.58
H -2.73 5.76 -1.65
H -2.66 7.55 0.13
H -2.39 8.00 -1.52
H -0.94 7.86 -0.50
C 4.08 8.01 -1.35
C 3.10 6.85 -1.42
O 2.70 6.26 -0.43
N 2.82 6.45 -2.68
C 2.00 5.26 -2.95
H 5.05 7.68 -0.98
H 3.73 8.78 -0.67
H 4.22 8.44 -2.34
H 3.22 6.98 -3.43
H 2.40 4.34 -2.53
H 2.00 5.16 -4.03
H 0.99 5.52 -2.64
C -6.78 4.39 0.27
C -5.48 5.21 0.48
O -5.49 6.33 0.13
N -4.41 4.69 1.01
C -4.15 3.31 1.43
H -6.71 4.03 -0.75
H -7.67 5.01 0.41
H -6.77 3.52 0.92
H -3.66 5.33 1.22
H -3.10 3.05 1.52
H -4.68 2.75 0.66
H -4.66 3.08 2.36
C -2.59 2.99 -4.58
C -3.03 3.39 -6.01
O -4.13 3.01 -6.41
N -2.16 4.10 -6.82
C -2.53 4.62 -8.13
H -2.93 3.74 -3.87
H -1.52 3.17 -4.53
H -2.85 1.96 -4.35
H -1.21 4.30 -6.52
H -1.63 5.00 -8.62
H -3.33 5.34 -8.26
H -2.76 3.78 -8.80
C 2.94 2.65 0.43
C 1.89 3.14 1.36
O 1.78 4.29 1.65
N 1.08 2.22 1.84
C 0.06 2.62 2.78
H 3.62 3.47 0.19
H 2.54 2.49 -0.57
H 3.50 1.78 0.79
H 1.04 1.25 1.54
H -0.84 2.04 2.55
H -0.27 3.64 2.62
H 0.34 2.54 3.83
C -5.89 -4.60 -4.78
C -5.26 -3.89 -3.62
O -5.69 -2.82 -3.18
N -4.17 -4.50 -3.16
C -3.29 -3.97 -2.12
H -6.87 -4.95 -4.45
H -5.43 -5.47 -5.24
H -6.07 -3.91 -5.61
H -3.92 -5.45 -3.40
H -3.31 -4.73 -1.34
H -3.58 -3.00 -1.72
H -2.31 -3.75 -2.54
C 0.67 -1.02 4.26
C -0.84 -1.08 4.01
O -1.60 -1.43 4.92
N -1.22 -0.93 2.77
C -2.58 -0.96 2.27
H 1.19 -1.82 3.73
H 0.91 -1.26 5.29
H 1.11 -0.08 3.93
H -0.51 -0.67 2.09
H -3.22 -1.64 2.84
H -2.50 -1.38 1.26
H -2.97 0.05 2.20
C 5.50 -7.56 -0.54
C 5.19 -6.45 -1.52
O 3.97 -6.06 -1.55
N 6.18 -5.85 -2.23
C 5.95 -4.88 -3.28
H 5.04 -8.45 -0.98
H 4.98 -7.46 0.42
H 6.56 -7.81 -0.55
H 7.13 -6.07 -1.97
H 4.89 -4.63 -3.38
H 6.23 -5.30 -4.25
H 6.46 -3.93 -3.13
C 3.59 -5.00 1.96
C 4.39 -3.83 1.42
O 4.92 -3.08 2.25
N 4.58 -3.83 0.12
C 5.43 -2.91 -0.59
H 3.05 -5.61 1.24
H 2.81 -4.64 2.63
H 4.29 -5.65 2.48
H 4.31 -4.67 -0.37
H 6.32 -3.46 -0.90
H 5.74 -2.09 0.05
H 4.95 -2.43 -1.43
C -5.73 -2.97 0.54
C -6.17 -3.93 1.66
O -5.83 -5.10 1.56
N -6.99 -3.41 2.61
C -7.43 -2.02 2.87
H -5.44 -3.51 -0.36
H -5.06 -2.15 0.81
H -6.70 -2.51 0.32
H -7.27 -4.04 3.35
H -6.78 -1.21 2.54
H -7.59 -1.84 3.94
H -8.36 -1.88 2.32
C 4.13 -1.63 4.90
Cl 4.38 -3.26 5.62
Cl 3.66 -0.40 6.16
H 5.09 -1.34 4.50
H 3.32 -1.69 4.17
C -3.69 -0.38 -2.02
Cl -3.87 1.36 -1.83
Cl -2.76 -0.73 -3.53
H -3.30 -0.78 -1.09
H -4.71 -0.74 -2.05
C -0.99 -4.44 1.56
Cl -2.40 -4.84 2.61
Cl -0.61 -5.86 0.54
H -1.30 -3.56 1.00
H -0.19 -4.26 2.28
C 1.07 -4.47 -2.77
Cl -0.13 -5.21 -3.83
Cl 1.00 -2.72 -3.11
H 0.77 -4.64 -1.74
H 2.06 -4.84 -3.04
C 0.08 0.59 -5.35
Cl 1.04 -0.73 -6.07
Cl 0.95 2.10 -5.54
H -0.87 0.73 -5.86
H -0.04 0.37 -4.28
C -4.01 1.02 5.58
Cl -5.60 0.40 5.04
Cl -3.12 2.15 4.42
H -4.15 1.54 6.53
H -3.36 0.19 5.86
C 3.56 0.30 -3.67
Cl 5.31 -0.01 -3.26
Cl 3.17 1.94 -3.17
H 3.42 0.17 -4.74
H 2.93 -0.39 -3.10
F -5.63 0.26 0.31
C -6.94 0.50 0.59
C -7.97 0.06 -0.29
C -9.28 0.32 0.06
C -9.63 1.00 1.23
C -8.64 1.40 2.17
C -7.34 1.15 1.79
H -7.72 -0.49 -1.19
H -10.00 -0.04 -0.66
H -10.64 1.25 1.50
H -8.86 1.88 3.11
H -6.47 1.39 2.39
F 6.17 1.11 1.12
C 6.30 1.67 2.33
C 7.54 2.06 2.77
C 7.68 2.74 3.97
C 6.53 2.83 4.76
C 5.28 2.28 4.44
C 5.18 1.69 3.18
H 8.42 1.95 2.16
H 8.64 3.15 4.24
H 6.71 3.35 5.69
H 4.41 2.31 5.08
H 4.28 1.20 2.83